# 1
Formula: C18H51N3O9
Source: the Open Molecules 2025 dataset
Level of theory: the ωB97M-V functional and the def2-TZVPD basis

```
81
Properties=species:S:1:pos:R:3:forces:R:3
C -0.174425 4.210235 0.714864 -0.70 -0.88 -0.79
O 1.035733 3.958924 0.004277 0.14 0.15 1.18
C 1.548351 2.638377 0.219593 0.80 0.35 -1.14
C 2.910267 2.603588 -0.545053 -0.10 1.07 0.91
C 2.740296 2.588117 -2.037538 -0.62 0.57 -0.37
N 3.817461 1.605524 -0.062408 0.48 -1.94 0.27
H -0.977883 3.896989 0.048205 -0.43 0.12 -0.08
H -0.372342 5.251055 0.971040 0.71 0.08 -0.16
H -0.327187 3.585602 1.594967 0.51 0.02 0.27
H 1.689321 2.377580 1.268508 0.11 0.37 0.27
H 0.842752 1.911090 -0.182024 0.08 -0.10 -0.33
H 3.459707 3.502949 -0.266880 -0.84 1.02 -0.28
H 3.652540 2.628657 -2.632732 0.25 -0.19 0.31
H 2.221484 3.524648 -2.242109 -0.22 -0.01 -0.34
H 2.119234 1.768954 -2.399972 0.03 -0.18 0.15
H 4.729393 1.858246 -0.415395 0.21 -0.29 -0.32
H 3.941795 1.694753 0.935940 -0.31 -0.10 0.36
C 5.146998 -3.465071 2.486559 0.59 0.16 0.53
O 4.373025 -2.362087 2.111666 -0.41 0.59 1.14
C 3.989238 -2.268519 0.780167 -0.98 -1.64 -1.07
C 2.451599 -2.008764 0.657915 0.45 2.36 0.94
C 1.469657 -3.037577 1.164510 0.67 -0.06 -0.31
N 2.116225 -1.402458 -0.606882 0.21 -1.06 -1.63
H 4.717988 -4.440384 2.256756 -0.25 0.01 -0.34
H 5.271721 -3.419302 3.568432 -0.17 0.06 0.05
H 6.158353 -3.393723 2.086341 0.12 -0.15 -0.34
H 4.586028 -1.557232 0.209193 -0.25 0.64 0.22
H 4.256724 -3.217843 0.316132 -0.29 -0.37 -0.40
H 2.294212 -1.096013 1.232563 0.40 -0.34 1.77
H 1.828126 -3.260558 2.169428 -0.23 -0.75 -0.04
H 1.407013 -3.866240 0.459177 0.27 -0.45 0.35
H 0.444013 -2.679197 1.252396 0.06 0.48 -0.01
H 2.712795 -0.588436 -0.646638 -0.11 0.49 -0.47
H 1.155620 -1.096130 -0.547753 -0.15 0.20 -0.41
C -3.192887 -3.784714 0.578391 -0.22 0.86 0.25
O -3.681762 -2.715788 -0.246180 1.13 -1.90 -0.66
C -4.627012 -1.903974 0.343812 0.90 2.07 -0.27
C -5.163317 -0.945106 -0.755491 -2.26 -1.55 0.72
C -6.072354 0.113256 -0.136473 1.67 1.05 -0.25
N -5.968456 -1.808809 -1.669749 0.86 0.76 -0.01
H -2.767838 -3.383695 1.498505 0.35 0.26 0.08
H -2.421806 -4.343753 0.048277 -0.26 0.14 -0.14
H -3.986677 -4.436197 0.943858 -0.30 -0.22 -0.43
H -5.401147 -2.506264 0.819271 -0.40 0.26 0.10
H -4.093817 -1.259613 1.042804 -0.21 -0.05 0.88
H -4.384884 -0.416210 -1.305412 0.14 -0.51 0.04
H -5.363655 0.829228 0.279753 0.00 0.11 0.76
H -6.746727 -0.193243 0.663136 -0.19 -0.15 -0.41
H -6.481073 0.752630 -0.918936 -0.81 -0.52 -0.04
H -5.372713 -2.620779 -1.746562 -0.11 -0.51 -0.55
H -6.750174 -2.109274 -1.105180 -0.38 -0.13 -0.05
O 0.710905 0.179251 -6.226469 -0.18 -0.58 -0.46
C 1.126592 1.227345 -5.349839 -0.12 -2.06 -1.41
C -0.116916 1.911695 -4.889220 1.47 1.27 0.08
O -0.971093 0.991586 -4.186869 0.29 0.77 -0.64
H -0.118555 -0.155165 -5.877501 -0.03 -0.34 0.09
H 1.728046 0.741378 -4.581617 0.02 0.51 0.48
H 1.756513 1.775127 -6.050728 0.04 0.89 0.76
H -0.540800 2.378545 -5.778297 -0.69 -0.42 0.02
H 0.264682 2.758951 -4.319458 -0.66 0.06 0.91
H -1.864367 1.191498 -4.476199 -0.20 -0.12 0.15
O 2.065221 0.762305 3.161717 0.65 -0.20 -2.40
C 1.228152 1.202361 4.150710 -0.20 -0.81 3.01
C 0.081228 0.202712 4.493371 0.52 1.04 -0.83
O -1.112985 0.711436 3.990806 -1.29 -0.08 1.04
H 2.348307 -0.127690 3.383912 0.18 -0.11 -0.11
H 1.869021 1.251513 5.031030 -0.11 0.44 0.64
H 0.842280 2.209088 3.990448 -0.06 -0.19 -0.49
H -0.007427 0.013540 5.563163 -0.11 0.23 -0.01
H 0.301172 -0.745483 4.002808 0.31 -0.39 -0.01
H -0.997004 0.809205 3.042868 0.13 0.04 -0.51
O -0.577163 0.301181 -1.461625 -0.49 -0.75 0.44
C -1.711196 0.783297 -0.742881 0.48 -0.71 0.80
C -1.664123 0.157093 0.685587 -0.45 1.83 -0.95
O -0.667220 0.802466 1.397537 2.24 0.26 0.59
H -0.744003 0.458340 -2.393866 0.19 0.05 -0.50
H -1.538982 1.859598 -0.747544 -0.76 0.23 0.73
H -2.691698 0.539216 -1.151717 0.19 -0.08 -0.58
H -1.471560 -0.915720 0.676275 -0.63 -0.13 -0.20
H -2.469156 0.532322 1.317435 -1.18 -0.99 -0.69
H 0.182599 0.479557 1.089097 0.48 0.14 0.15
```
Forces are in eV/Å.

## Properties
HOMO energy: -0.30882 Ha
Gap between HOMO and LUMO: 8.7 eV

Mulliken atomic charge list, values in e, 2 entries: C -0.624; O -0.482

=====

# 2
Formula: C37H39O4PtSi2
Source: the Open Molecules 2025 dataset
Level of theory: the ωB97M-V functional and the def2-TZVPD basis

```
83
Properties=species:S:1:pos:R:3:forces:R:3
Pt -0.184747 0.540803 -0.001756 -0.17 0.04 0.06
C 1.119257 -0.307894 6.391580 0.03 -0.04 0.03
O 2.395108 -0.187098 5.786822 -0.03 0.02 -0.05
C 2.441706 -0.300127 4.430289 -0.05 -0.07 -0.02
C 3.703887 -0.087261 3.846626 0.10 0.01 -0.02
C 3.819534 -0.172383 2.483928 0.09 0.01 0.13
C 2.723530 -0.425967 1.638349 -0.06 0.06 0.05
C 2.899759 -0.484578 0.199016 0.01 -0.04 -0.11
C 4.272974 -0.722977 -0.399534 0.02 -0.01 -0.02
O 1.983579 -0.351819 -0.612425 -0.06 0.04 -0.01
C 1.435576 -0.610128 2.231098 0.01 -0.08 0.07
O 0.356123 -0.842744 1.568480 -0.14 0.08 0.00
C 1.350505 -0.584358 3.649421 -0.03 0.05 0.00
H 1.272173 -0.127917 7.453330 -0.01 0.02 -0.01
H 0.708604 -1.312803 6.251791 0.01 0.04 -0.02
H 0.420354 0.429480 5.987520 0.04 0.01 0.03
H 4.549109 0.138408 4.482545 0.00 0.01 -0.02
H 4.794993 -0.001750 2.044629 -0.03 0.01 0.02
H 5.045724 -1.002275 0.311657 -0.04 0.00 -0.01
H 4.569662 0.180529 -0.934891 0.04 0.02 0.01
H 4.165094 -1.516716 -1.138382 0.00 0.02 -0.02
H 0.363436 -0.718004 4.063985 -0.04 -0.04 0.00
C -4.906049 -1.453961 0.755294 0.00 0.01 -0.01
C -5.065112 -0.166892 -0.062821 0.03 0.00 0.04
C -6.406010 0.485138 0.271877 -0.03 0.01 0.01
C -5.043306 -0.526434 -1.551882 0.01 0.03 -0.01
Si -3.571367 0.954606 0.335655 -0.05 0.15 -0.02
O -2.256412 0.228553 -0.202527 0.24 -0.31 -0.04
C -3.764884 2.634596 -0.526785 -0.04 -0.05 0.11
C -3.565014 2.700274 -1.908058 0.09 -0.05 -0.06
C -3.575889 3.908172 -2.588940 0.00 0.02 -0.03
C -3.787416 5.093275 -1.897151 -0.01 0.02 -0.02
C -3.983635 5.055129 -0.525695 -0.03 0.05 0.03
C -3.971919 3.838824 0.145028 -0.02 0.04 0.02
C -3.551776 1.260322 2.204110 -0.02 -0.07 -0.12
C -2.511548 0.731597 2.970827 0.05 -0.10 0.06
C -2.483664 0.895933 4.350034 -0.06 -0.15 0.03
C -3.491374 1.595766 4.995720 -0.03 -0.08 -0.03
C -4.534810 2.130033 4.251878 0.01 0.02 0.06
C -4.560617 1.956715 2.875442 -0.04 0.08 0.00
H -5.715765 -2.155958 0.517134 0.00 0.00 0.00
H -4.939533 -1.253218 1.829491 0.01 0.00 -0.01
H -3.954551 -1.942285 0.533565 0.00 0.00 0.01
H -7.231739 -0.168293 -0.039330 0.00 0.01 0.00
H -6.527929 1.443366 -0.242159 -0.01 -0.01 0.01
H -6.513957 0.656717 1.345423 0.00 0.00 -0.01
H -5.804264 -1.288348 -1.765515 0.00 0.00 0.00
H -4.069044 -0.920903 -1.847561 -0.01 0.00 0.00
H -5.267402 0.343253 -2.175416 0.02 0.00 0.00
H -3.350787 1.789540 -2.457406 -0.01 0.01 0.01
H -3.400624 3.928092 -3.658447 -0.01 0.00 0.01
H -3.786330 6.040779 -2.423256 0.00 -0.01 0.00
H -4.129923 5.975785 0.028214 0.00 -0.01 -0.01
H -4.092745 3.837319 1.221984 0.00 0.03 -0.03
H -1.706984 0.188014 2.483473 -0.03 0.00 0.00
H -1.668803 0.473359 4.926761 0.03 0.04 -0.02
H -3.464905 1.726192 6.071468 0.01 0.01 -0.01
H -5.327683 2.682519 4.743312 0.00 -0.01 0.00
H -5.384991 2.386400 2.314925 0.00 -0.03 0.02
C 4.111544 4.783048 -0.981406 0.04 0.01 -0.01
C 4.158440 3.595953 -0.262363 0.04 0.00 0.00
C 2.984204 3.002668 0.175852 0.01 -0.01 0.02
C 1.735442 3.577628 -0.073451 -0.12 -0.04 0.08
C 1.714470 4.774001 -0.792397 -0.09 -0.02 -0.03
C 2.883611 5.370025 -1.247499 0.00 0.02 -0.01
Si 0.133402 2.764751 0.564039 0.19 0.03 -0.04
C 0.098163 3.075771 2.435017 -0.01 -0.03 -0.08
C 1.164561 2.739591 3.271062 0.03 0.01 -0.02
C 1.108770 2.964362 4.639204 0.02 -0.06 0.05
C -0.033663 3.512121 5.208221 -0.01 0.02 0.01
C -1.110755 3.842823 4.397717 0.05 0.16 0.02
C -1.035924 3.634205 3.028316 0.02 0.07 -0.02
H 5.026818 5.246540 -1.330763 -0.01 0.00 0.00
H 5.114086 3.131019 -0.045488 -0.01 0.00 0.00
H 3.037037 2.070619 0.727498 0.01 0.02 0.00
H 0.760129 5.246257 -1.003344 0.02 0.00 0.00
H 2.835026 6.295983 -1.809100 0.00 0.00 0.00
H -0.958474 3.647174 0.053585 0.06 0.05 -0.04
H 2.060695 2.292524 2.852097 0.00 0.00 0.02
H 1.954893 2.695636 5.262887 -0.01 0.00 -0.01
H -0.083524 3.679315 6.278472 0.00 0.00 0.00
H -2.010868 4.263332 4.831696 0.02 -0.01 -0.02
H -1.879961 3.902260 2.403108 -0.05 0.00 0.00
```
Forces are in eV/Å.

## Properties
HOMO energy (spin up / spin down): -0.13581 / -0.19648 Ha
Total charge: -1
⟨S²⟩: 2.01
Spin multiplicity: 3
Gap between HOMO and LUMO (spin up / spin down): 6.4 / 7.7 eV

Mulliken atomic charge list, values in e, 2 entries: Pt 1.424; C -0.525

=====

# 3
Formula: C2H4N2O2
Source: the Open Molecules 2025 dataset
Level of theory: the ωB97M-V functional and the def2-TZVPD basis

```
10
Properties=species:S:1:pos:R:3:forces:R:3
N 1.828882 0.241472 -0.026993 0.07 -0.01 0.09
C 0.653833 -0.414542 0.158191 0.01 -0.16 -0.17
O 0.482875 -1.598643 -0.098685 -0.05 0.42 -0.07
N -0.324565 0.430785 0.709314 -0.34 -0.03 0.00
C -1.517869 0.426293 0.275558 0.11 0.14 0.19
O -2.040815 -0.186222 -0.784773 0.23 -0.22 -0.04
H 2.665348 -0.294007 -0.187826 -0.12 -0.01 -0.08
H 1.912094 1.178480 0.329929 0.02 -0.13 0.03
H -2.270313 1.014227 0.798085 0.06 0.00 -0.12
H -1.389469 -0.797842 -1.172799 0.00 -0.01 0.18
```
Forces are in eV/Å.

## Properties
HOMO energy: -0.37010 Ha
Gap between HOMO and LUMO: 10.9 eV

Mulliken atomic charge list, values in e, 2 entries: N -0.357; C 0.515

=====

# 4
Formula: C22H50BN2O16
Source: the Open Molecules 2025 dataset
Level of theory: the ωB97M-V functional and the def2-TZVPD basis

```
91
Properties=species:S:1:pos:R:3:forces:R:3
O 3.630609 -2.339413 -0.710770 -1.11 -0.04 1.13
C 2.891789 -2.076393 0.228630 1.86 -1.05 -2.49
O 2.479749 -0.887323 0.519810 0.43 2.44 0.08
B 2.115429 -0.773763 1.930430 -1.31 -1.52 -0.75
O 1.819529 -2.226603 2.161250 -0.10 -1.81 1.49
C 2.354309 -3.059823 1.263100 0.20 1.52 0.37
O 2.476819 -4.255363 1.232700 -0.47 0.54 0.51
O 0.904619 0.024287 2.211960 0.52 -1.48 -2.28
C 1.175339 0.885637 3.121120 -0.68 0.49 3.08
O 0.422909 1.700187 3.571000 0.19 0.32 -0.22
C 2.577119 0.545037 3.697460 1.87 6.06 2.64
O 3.150369 -0.211963 2.816390 0.78 -1.60 -0.24
O 3.150579 1.272867 4.584620 -2.20 -3.93 -3.21
C -6.258331 -1.650633 2.366680 0.67 1.06 -0.52
C -5.063721 -0.714593 2.753430 -0.51 -0.39 -2.06
C -3.838901 -1.703533 2.671080 2.39 1.59 1.11
C -2.396731 -0.957283 2.771910 -3.13 0.40 -0.35
C -2.479131 0.020607 1.602120 0.92 0.22 -0.43
C -3.641661 1.072537 1.422490 0.89 0.66 0.31
N -4.923841 0.415797 1.683640 1.24 -2.95 1.38
O -6.115191 1.139527 1.483260 0.60 0.27 0.13
C -3.235821 2.363167 2.236810 -1.00 -0.61 -0.72
C -3.622141 1.435357 -0.096530 -1.37 -0.25 0.18
C -5.340961 -0.132863 4.134190 1.92 0.70 -0.30
H -6.155741 -2.443003 3.108110 -0.87 -0.14 -0.14
H -6.168391 -2.045243 1.354600 0.58 -0.27 0.03
H -7.206431 -1.119383 2.283100 -0.14 -0.06 0.92
H -3.793631 -2.390133 3.516440 -0.83 -0.18 0.06
H -3.804941 -2.283303 1.748680 -0.39 0.13 -0.05
H -1.552791 -1.646213 2.736670 -0.13 -0.01 -0.43
H -2.311571 -0.428313 3.721140 -0.10 0.05 0.13
H -2.456001 -0.590043 0.699530 -0.10 -0.09 -0.16
H -1.549661 0.589867 1.589980 -0.02 0.19 -0.21
H -2.202031 2.585107 1.971990 0.02 -0.01 0.43
H -3.832001 3.208887 1.894150 -0.18 0.05 0.05
H -3.405951 2.255107 3.308020 0.35 -0.08 0.01
H -3.795281 0.483857 -0.599290 0.97 -0.03 -0.48
H -4.509451 1.963397 -0.445740 -0.49 0.44 0.66
H -2.858631 2.112927 -0.478690 0.67 -0.72 0.24
H -5.649231 -0.840073 4.904200 -0.71 0.11 -0.31
H -5.875471 0.805447 3.985940 -0.78 -0.43 0.45
H -4.375851 0.217147 4.500460 0.27 0.13 0.20
H -6.158931 1.031857 0.530320 -0.70 0.22 -0.16
C 1.139999 -1.117393 -3.932790 -0.27 1.26 1.02
C 1.187119 0.472107 -3.773250 1.44 -2.23 -0.19
C 2.225449 0.945007 -4.838530 -1.14 -1.34 0.75
C 2.059129 2.361037 -5.115920 0.28 1.07 -1.53
C 0.605559 2.734567 -5.471620 0.54 0.87 1.42
C -0.484941 2.317487 -4.341660 0.32 1.48 -0.65
N -0.173011 0.955307 -3.900590 -1.10 0.09 -2.32
O -1.118641 0.348107 -2.960180 1.81 1.23 -1.04
C -0.468061 3.353187 -3.185060 -0.24 0.49 0.15
C -1.857921 2.415477 -5.078630 0.39 -1.57 0.43
C 1.812979 0.860337 -2.428300 -0.20 0.09 -0.44
H 0.452969 -1.400263 -4.730340 0.15 0.12 -0.05
H 0.744239 -1.501823 -2.992750 -0.06 -0.37 -0.05
H 2.131549 -1.543953 -4.084420 0.01 0.14 -0.05
H 3.238229 0.846787 -4.447730 -0.11 -0.61 0.25
H 2.209719 0.375737 -5.767930 -0.48 -0.30 0.04
H 2.696459 2.417917 -5.998340 -0.07 1.10 -0.36
H 2.613359 2.901767 -4.348760 -0.78 0.68 0.17
H 0.414109 2.507907 -6.520470 -0.49 -1.33 0.23
H 0.573789 3.814557 -5.615490 -0.21 0.39 0.77
H 0.458779 3.381217 -2.612100 0.10 0.10 -0.26
H -0.735811 4.356447 -3.516560 0.63 0.21 -0.62
H -1.264291 3.284877 -2.443810 -0.17 -1.12 0.06
H -2.107921 3.316467 -5.638820 0.60 0.23 0.21
H -1.785151 1.574407 -5.768130 -0.45 0.04 -0.30
H -2.688341 2.207577 -4.403890 0.04 -0.01 0.13
H 1.943729 1.940387 -2.361270 -0.23 0.04 0.08
H 2.827939 0.465777 -2.380500 -0.29 -0.49 0.59
H 1.132529 0.523067 -1.646420 0.64 -0.05 0.59
H -0.545191 0.442837 -2.196120 -0.67 -0.22 1.06
O 5.136509 1.586207 0.303090 0.02 0.33 -0.06
H 4.617429 0.933577 0.773050 -0.20 -0.21 0.16
H 5.778169 1.073707 -0.188680 0.14 -0.15 -0.12
O 4.264369 -6.621443 1.336540 0.43 -0.20 0.05
H 3.683669 -7.367163 1.185180 -0.10 -0.15 -0.02
H 3.695169 -5.855343 1.263470 -0.36 0.41 -0.01
O 3.149249 3.887907 6.067290 0.05 0.45 0.12
H 2.865119 3.003647 5.835800 -0.06 -0.48 -0.40
H 3.218739 3.875467 7.021880 0.03 0.02 0.18
O 2.206469 -4.816953 -2.497530 -0.23 -0.27 -0.29
H 1.990779 -3.920783 -2.239490 0.07 0.28 0.08
H 2.914869 -5.072863 -1.906850 0.22 0.04 0.22
O 6.484739 -4.107723 0.573070 0.32 0.21 0.00
H 6.459569 -4.721993 1.306730 -0.06 -0.30 0.13
H 5.569839 -3.863743 0.432840 -0.34 0.09 -0.22
O 5.541789 -1.610833 4.772520 0.16 -0.12 0.28
H 5.824129 -2.177923 4.054940 0.09 -0.13 -0.19
H 4.790319 -1.134023 4.420160 -0.22 0.29 -0.11
```
Forces are in eV/Å.

## Properties
HOMO energy: -0.23076 Ha
Total charge: -1
Gap between HOMO and LUMO: 8.5 eV

Mulliken atomic charge list, values in e, 2 entries: O -0.598; C 0.680

=====

Q: Which max |F| values were calculated for the entries above? A: 3.13, 0.39, 0.43, 6.87, in eV/A.